w.
The following is a quantum chemistry calculation of 2 unconnected molecules or ions with the total composition C4H13N2O, from the Open Molecules 2025 dataset.

```
20
Properties=species:S:1:pos:R:3:lowdin_spin:R:1
C 0.62 -0.20 -1.22 0.0242
C -0.87 0.30 -1.36 0.0236
C -1.61 0.10 -0.04 0.2109
C -2.62 -0.85 0.03 0.4358
N -1.37 1.02 0.99 0.2403
N 1.33 0.47 -0.08 0.0037
H 0.60 -1.26 -1.02 -0.0001
H 1.03 -0.01 -2.21 0.0029
H -0.79 1.40 -1.51 0.0041
H -1.48 -0.14 -2.18 -0.0003
H -3.11 -0.93 1.00 0.0149
H -2.84 -1.51 -0.80 0.0184
H -1.57 0.58 1.90 0.0025
H -1.85 1.91 1.16 0.0167
H 0.76 1.17 0.40 0.0016
H 1.99 -0.12 0.61 0.0001
H 2.07 1.04 -0.54 0.0005
H 3.11 -1.74 1.40 0.0000
H 3.71 -0.38 1.76 0.0000
O 2.86 -0.85 1.72 0.0002
```

spin multiplicity	2
LUMO energy (spin up / spin down)	-8.322 / -12.050	eV
⟨S²⟩	0.76
highest occupied orbital energy (spin up / spin down)	-0.7211 / -0.7360	hartree
net charge	+2


x.
The following is a quantum chemistry calculation of 2 unconnected molecules or ions with the total composition C4H13N2O, from the Open Molecules 2025 dataset.

```
20
Properties=species:S:1:pos:R:3:lowdin_spin:R:1
C 0.03 -0.35 -1.71 0.0088
C 0.81 0.98 -1.54 0.0218
C 0.60 1.50 -0.09 0.2060
C 1.60 1.68 0.72 0.4102
N -0.74 1.31 0.45 0.2946
N 0.13 -1.40 -0.60 0.0019
H 0.35 -0.88 -2.72 -0.0005
H -0.95 0.04 -1.61 0.0022
H 0.48 1.56 -2.34 0.0073
H 1.87 0.87 -1.65 0.0016
H 1.40 1.70 1.87 0.0142
H 2.63 2.08 0.54 0.0139
H -0.86 1.57 1.41 0.0045
H -1.29 1.98 -0.02 0.0111
H -0.54 -2.16 -0.90 0.0000
H -0.32 -0.93 0.10 0.0020
H 1.01 -1.80 -0.29 0.0003
H -2.45 -2.04 3.04 0.0000
H -1.84 -3.26 2.95 0.0000
O -1.91 -2.45 2.40 0.0002
```

spin multiplicity	2
LUMO energy (spin up / spin down)	-8.334 / -12.652	eV
⟨S²⟩	0.76
highest occupied orbital energy (spin up / spin down)	-0.6500 / -0.6500	hartree
net charge	+2


Stability ranking, top and bottom: w is the most stable and x is the least stable.


w.
The following is a quantum chemistry calculation of 2 unconnected molecules or ions with the total composition C3H12N2OS, from the Open Molecules 2025 dataset.

```
19
Properties=species:S:1:pos:R:3:lowdin_charge:R:1
N 2.34 0.64 -1.80 0.0083
C 1.52 1.64 -1.25 -0.4227
N 0.58 1.48 -0.20 -0.0715
C -0.49 0.44 -0.61 -0.2883
C -1.48 -0.06 0.39 -0.5420
S -1.92 -1.88 0.33 0.6601
H 1.74 0.09 -2.42 0.0747
H 2.99 1.08 -2.42 0.0715
H 0.92 2.05 -2.13 0.1228
H 2.17 2.44 -1.05 0.0983
H 0.06 2.41 0.00 0.1617
H 0.23 -0.29 -0.94 0.0843
H -1.16 0.75 -1.41 0.1066
H -2.46 0.35 0.07 0.0622
H -1.15 0.17 1.39 0.0436
H -1.02 -2.13 1.35 -0.1392
O 1.00 -0.35 2.61 -0.1310
H 0.98 0.14 1.71 0.0401
H 1.68 -1.07 2.43 0.0603
```

LUMO energy	0.736	eV
highest occupied orbital energy	-0.3299	hartree
net charge	0
SMILES	NCNCCS.O


x.
The following is a quantum chemistry calculation of 2 unconnected molecules or ions with the total composition C3H12N2OS, from the Open Molecules 2025 dataset.

```
19
Properties=species:S:1:pos:R:3:lowdin_charge:R:1
N -0.51 -2.76 0.07 -0.0140
C 0.17 -1.91 1.08 -0.2963
N -0.14 -0.49 0.95 -0.1015
C 0.40 0.14 -0.25 -0.3136
C 1.71 0.92 0.10 -0.5241
S 1.76 2.45 -0.91 0.6822
H -0.17 -2.55 -0.86 0.0421
H -1.49 -2.54 -0.03 0.0620
H 1.23 -2.10 0.85 0.1102
H -0.20 -2.30 2.02 0.1067
H -0.26 0.15 1.71 0.1002
H -0.40 0.75 -0.66 0.0775
H 0.55 -0.63 -1.02 0.1049
H 2.65 0.37 0.11 0.0706
H 1.48 1.27 1.11 0.0531
H 2.34 1.88 -1.99 -0.1507
O -2.85 2.56 -1.11 -0.0747
H -2.53 1.97 -0.43 0.0215
H -3.72 2.82 -0.73 0.0440
```

LUMO energy	0.714	eV
highest occupied orbital energy	-0.3179	hartree
net charge	0
SMILES	NCNCCS.O


Stability ranking, top and bottom: x is the most stable and w is the least stable.